Below is a structure of composition C12H13ClOV, with properties calculated with ωB97M-V with the def2-TZVPD basis set.

Calculated values
Strongest force on any atom: 3.216 eV Å⁻¹
Spin multiplicity: 2
E: -52911.921 eV
Total charge: 0

```
28
C12H13ClOV (ωB97M-V with the def2-TZVPD basis set)
C 1.81 1.72 0.47
C 1.49 1.82 -0.92
C 1.71 0.53 -1.51
H 1.20 2.73 -1.45
C 2.01 -0.40 -0.46
C 2.06 0.34 0.77
H 2.39 -0.04 1.73
H 1.86 2.54 1.18
H 1.72 0.32 -2.58
H 2.25 -1.45 -0.58
V 0.00 0.38 -0.10
Cl -0.98 1.99 1.09
C -2.27 -0.55 -0.42
C -1.36 -1.56 -0.86
C -0.64 -1.07 -1.98
H -1.34 -2.59 -0.49
C -1.09 0.27 -2.24
C -2.12 0.58 -1.30
H -2.74 1.48 -1.30
H -3.01 -0.65 0.36
H 0.05 -1.65 -2.58
H -0.79 0.90 -3.07
C -0.52 -0.67 3.05
C -0.04 -1.13 1.71
O 0.29 -2.26 1.40
H 0.08 0.20 3.37
H -0.48 -1.47 3.80
H -1.56 -0.32 2.92
```

Below is a cluster of 2 separate species, C6H6BrF in total, with properties calculated with ωB97M-V with the def2-TZVPD basis set.

Calculated values
Strongest force on any atom: 4.076 eV Å⁻¹
Relative energy (zero: lowest compared OMol25 entry of this formula, charge and spin): 558.42 kJ/mol
Total charge: 0

```
14
C6H6BrF (ωB97M-V with the def2-TZVPD basis set)
C -0.64 -0.61 2.97
C -0.27 1.12 -2.90
C 0.27 -0.49 1.97
C 0.08 0.18 -1.98
C 0.59 -1.29 0.83
C 0.51 0.37 -0.67
F -0.19 -2.33 0.49
Br 1.74 1.78 -0.27
H -0.77 0.17 3.70
H -1.06 -1.59 2.96
H -0.67 0.86 -3.86
H 0.00 2.18 -2.94
H 0.75 0.38 1.89
H -0.36 -0.74 -2.19
```

Below is a structure of composition BrIMn, with properties calculated with ωB97M-V with the def2-TZVPD basis set.

Calculated values
Strongest force on any atom: 1.036 eV Å⁻¹
Spin multiplicity: 6
E: -109464.953 eV
Total charge: 0

```
3
BrIMn (ωB97M-V with the def2-TZVPD basis set)
Mn 0.76 0.34 -0.34
I 0.46 -1.19 1.72
Br -1.22 0.85 -1.38
```

Below is a structure of composition C12H29F3N4O4P2SSi2, with properties calculated with ωB97M-V with the def2-TZVPD basis set.

Calculated values
Strongest force on any atom: 5.790 eV Å⁻¹
E: -80376.959 eV
Total charge: 0

```
57
C12H29F3N4O4P2SSi2 (ωB97M-V with the def2-TZVPD basis set)
C 4.62 2.01 1.78
C 4.39 3.02 0.47
S 2.57 3.45 0.27
C 1.75 2.43 -1.07
Si 1.46 0.57 -0.61
C -0.13 -0.10 -1.46
C 0.03 -1.56 -2.18
C 0.27 -2.81 -1.14
C -1.07 -3.70 -0.80
N -1.90 -4.10 -2.01
C -3.25 -3.38 -1.91
N -4.18 -3.79 -0.95
N -3.68 -2.24 -2.82
O 1.60 0.22 1.10
Si 0.18 0.73 2.01
N 0.75 1.34 3.65
C -0.83 2.16 1.22
C -2.13 2.42 2.25
C -3.57 2.50 1.45
F -4.48 3.67 1.73
C -4.07 1.50 0.46
F -4.83 0.26 0.76
F -3.83 1.78 -1.00
P -1.02 -1.10 2.43
O -2.24 -1.07 1.43
P 3.16 -0.53 -1.58
O 3.13 -0.33 -3.31
O 4.68 0.05 -0.96
H 3.89 2.44 2.62
H 5.73 2.03 2.15
H 4.35 0.89 1.55
H 4.92 2.63 -0.50
H 4.94 4.03 0.78
H 2.41 2.44 -2.07
H 0.74 2.96 -1.38
H -1.08 -0.14 -0.79
H -0.38 0.67 -2.34
H -0.98 -1.75 -2.79
H 0.88 -1.62 -3.00
H 0.73 -2.49 -0.10
H 1.09 -3.52 -1.63
H -1.77 -3.22 0.02
H -0.68 -4.72 -0.32
H -2.08 -5.13 -2.04
H -3.79 -4.59 -0.39
H -3.57 -1.30 -2.34
H -4.73 -2.34 -2.89
H 1.29 0.56 4.14
H -0.14 1.48 4.21
H -0.22 3.16 1.24
H -1.32 1.91 0.18
H -1.95 3.38 2.94
H -2.24 1.51 3.01
H -0.17 -2.23 2.08
H -1.39 -1.22 3.82
H 2.85 0.60 -3.56
H 5.26 0.17 -1.79
```

Below is a structure of composition C2I3N, with properties calculated with ωB97M-V with the def2-TZVPD basis set.

Calculated values
Strongest force on any atom: 9.547 eV Å⁻¹
Relative energy (zero: lowest compared OMol25 entry of this formula, charge and spin): 352.49 kJ/mol
Total charge: 0

```
6
C2I3N (ωB97M-V with the def2-TZVPD basis set)
C -0.15 0.39 0.67
C 0.75 -0.63 -1.36
N -1.05 0.91 1.04
I 2.55 0.32 -1.62
I -0.81 0.03 -2.64
I 0.55 -2.77 -1.17
```

Below is the molecule C25H36O7, with properties calculated with ωB97M-V with the def2-TZVPD basis set.

Calculated values
SMILES string: COc1cc(C(=O)O[C@H]2C/C(C)=C\CC[C@]3(C)O[C@@H]3[C@@H](O)[C@@H]2C(C)C)cc(OC)c1OC
Strongest force on any atom: 1.174 eV Å⁻¹
Relative energy (zero: lowest compared OMol25 entry of this formula, charge and spin): 60.84 kJ/mol
Total charge: 0

```
68
C25H36O7 (ωB97M-V with the def2-TZVPD basis set)
C -2.52 -1.49 4.15
O -3.31 -0.35 3.90
C -3.01 0.42 2.81
C -1.97 0.17 1.94
C -1.77 1.02 0.85
C -0.68 0.80 -0.12
O -0.51 1.47 -1.11
O 0.11 -0.23 0.23
C 1.22 -0.54 -0.63
C 2.49 -0.28 0.21
C 3.25 0.99 -0.05
C 3.54 1.77 1.21
C 3.71 1.43 -1.22
C 3.50 0.87 -2.59
C 4.50 -0.21 -3.03
C 4.64 -1.42 -2.12
C 5.79 -1.30 -1.13
O 4.51 -2.67 -2.76
C 3.54 -2.33 -1.79
C 2.10 -2.26 -2.28
O 1.82 -3.51 -2.89
C 1.09 -2.00 -1.14
C -0.37 -2.30 -1.55
C -0.69 -3.79 -1.48
C -0.74 -1.74 -2.92
C -2.60 2.11 0.66
C -3.65 2.38 1.53
O -4.50 3.45 1.36
C -4.29 4.29 0.25
C -3.87 1.53 2.62
O -4.83 1.62 3.58
C -5.77 2.67 3.58
H -2.57 -2.20 3.32
H -2.94 -1.94 5.04
H -1.47 -1.22 4.33
H -1.31 -0.68 2.07
H 1.15 0.16 -1.46
H 3.17 -1.12 0.11
H 2.16 -0.28 1.26
H 4.06 1.13 1.93
H 4.16 2.64 1.00
H 2.61 2.10 1.67
H 4.29 2.34 -1.20
H 3.60 1.70 -3.31
H 2.49 0.49 -2.70
H 4.20 -0.57 -4.02
H 5.49 0.24 -3.14
H 5.85 -2.19 -0.50
H 5.64 -0.42 -0.51
H 6.73 -1.21 -1.67
H 3.64 -2.94 -0.89
H 2.00 -1.48 -3.05
H 2.60 -3.77 -3.39
H 1.34 -2.67 -0.31
H -1.01 -1.81 -0.81
H -0.48 -4.18 -0.48
H -0.10 -4.34 -2.20
H -1.74 -3.95 -1.69
H -0.53 -0.67 -2.98
H -1.80 -1.88 -3.10
H -0.19 -2.25 -3.70
H -2.41 2.73 -0.20
H -4.40 3.75 -0.69
H -5.07 5.05 0.33
H -3.31 4.78 0.29
H -5.29 3.65 3.67
H -6.40 2.66 2.68
H -6.39 2.48 4.46
```